C27H20BBiF6IN7O10S4 as an isolated structure at a distorted geometry, computed with the ωB97M-V functional and the def2-TZVPD basis.

Frontier orbital gap (eV): 7.79
DFT total energy (eV): -133496.3382
2S+1: 1
Charge: -2
Maximum force (eV/A): 1.03

Each line ends with the Löwdin charge.
Element x y z (Å)
Bi  -0.34822  -0.16591  0.34434  1.771
C  -0.48409  -4.75723  2.15597  -0.069
C  -0.33629  -3.76218  1.17540  -0.137
N  -0.63325  -2.57187  1.67998  -0.006
N  -0.96556  -2.76592  2.96890  -0.045
C  -0.88490  -4.06991  3.28303  -0.104
B  -1.32883  -1.56030  3.84672  -0.529
N  -0.06966  -0.70235  4.08689  -0.041
C  0.67621  -0.68301  5.20943  -0.100
C  1.77974  0.10805  4.97402  -0.066
C  1.61286  0.53316  3.64488  -0.229
N  0.49520  0.04992  3.12287  -0.054
N  -2.42638  -0.70628  3.14485  -0.024
C  -3.68879  -0.60783  3.57957  -0.098
C  -4.36028  0.30559  2.79431  -0.068
C  -3.39609  0.73417  1.87949  -0.152
N  -2.22946  0.12720  2.09470  -0.037
H  -0.31256  -5.81610  2.05640  0.080
H  -0.03880  -3.85474  0.14011  0.093
H  -1.11680  -4.41165  4.27932  0.105
H  -1.77036  -1.93463  4.90822  0.110
H  0.37103  -1.24038  6.08049  0.106
H  2.59001  0.33267  5.64708  0.083
H  2.27244  1.14630  3.04715  0.060
H  -4.01699  -1.19545  4.42119  0.110
H  -5.38883  0.61602  2.86697  0.081
H  -3.48995  1.46202  1.09172  0.094
I  0.60471  2.55203  1.10155  1.179
C  -0.48751  3.42094  -0.45828  -0.589
C  -0.17404  4.70384  -0.78622  -0.167
C  -0.93839  5.38408  -1.76041  -0.099
C  -1.98997  4.75314  -2.34726  -0.056
C  -2.30924  3.40588  -2.03198  -0.172
C  -3.39523  2.76913  -2.68002  -0.058
C  -3.69289  1.47298  -2.40015  -0.077
C  -2.90982  0.74678  -1.47324  -0.142
C  -1.83818  1.29488  -0.81696  -0.287
C  -1.53923  2.67664  -1.08245  -0.242
H  0.65237  5.20258  -0.29648  0.083
H  -0.68205  6.40300  -2.02489  0.094
H  -2.60837  5.27003  -3.07380  0.102
H  -3.97136  3.33145  -3.40769  0.102
H  -4.51804  0.97839  -2.90016  0.102
H  -3.16325  -0.29271  -1.29880  0.089
O  0.85468  1.07838  -1.66261  -0.475
S  1.23754  -0.11541  -2.44788  0.430
O  2.32311  0.07848  -3.36485  -0.277
O  1.30663  -1.24754  -1.53824  -0.412
C  -0.20793  -0.30888  -3.52475  -0.201
C  -0.29846  0.72485  -4.45881  -0.066
C  -1.33289  0.77844  -5.37155  -0.089
C  -2.30672  -0.20909  -5.36480  -0.097
C  -2.24727  -1.22461  -4.42933  -0.076
C  -1.20919  -1.28824  -3.49761  -0.209
S  -1.40233  -2.57203  -2.24193  0.473
O  -2.68287  -3.18346  -2.53343  -0.337
O  -0.27029  -3.45622  -2.29171  -0.305
O  -1.50523  -1.78167  -0.97368  -0.527
H  0.47339  1.48402  -4.45268  0.114
H  -1.37988  1.58988  -6.08874  0.097
H  -3.12314  -0.17846  -6.07773  0.094
H  -3.01492  -1.98281  -4.36990  0.099
F  4.14979  -2.44817  -1.42746  0.157
C  3.86688  -2.49519  -0.14136  -0.673
F  2.75693  -3.19333  0.05955  0.133
F  4.85269  -3.13253  0.49403  0.114
S  3.65994  -0.75512  0.56944  0.596
O  2.38810  -0.81638  1.24803  -0.399
O  3.82193  0.18692  -0.50347  -0.286
N  4.81834  -0.62721  1.68203  -0.304
S  6.26346  -0.24064  1.15610  0.569
O  6.66486  -0.88723  -0.06600  -0.300
O  7.18646  -0.24387  2.25687  -0.316
C  6.19272  1.58961  0.71151  -0.666
F  6.17000  1.80396  -0.59601  0.133
F  7.29918  2.19182  1.19133  0.093
F  5.14358  2.19935  1.26891  0.111

Cartesian forces, eV/Å:
Bi -0.3 -0.9 -0.4
C 0.1 0.0 0.0
C 0.0 0.0 0.0
N 0.0 -0.1 0.0
N -0.1 0.1 0.0
C 0.0 0.0 0.0
B 0.2 0.1 -0.2
N -0.3 0.0 0.2
C 0.0 0.1 -0.2
C 0.0 0.1 -0.1
C 0.0 0.1 0.2
N 0.1 -0.2 0.3
N 0.2 0.1 0.2
C 0.0 0.0 0.0
C 0.0 0.1 0.0
C 0.0 0.1 0.0
N -0.3 -0.3 -0.1
H 0.0 0.0 0.0
H 0.0 0.0 0.0
H 0.0 0.0 0.0
H 0.1 0.0 -0.1
H 0.0 0.0 0.0
H 0.0 0.0 0.0
H 0.0 -0.1 0.1
H 0.0 0.0 0.0
H 0.0 0.0 0.0
H 0.0 -0.1 -0.1
I 0.1 0.9 0.1
C -0.1 -0.3 0.0
C -0.1 0.1 -0.1
C 0.1 0.0 0.1
C -0.1 -0.1 0.0
C 0.0 0.0 0.0
C 0.0 0.1 0.0
C 0.0 -0.1 0.1
C -0.1 -0.1 0.0
C 0.2 0.3 0.1
C 0.0 0.0 0.1
H 0.0 0.0 0.0
H 0.0 0.0 0.0
H 0.0 0.0 0.0
H 0.0 0.0 0.0
H 0.0 0.0 0.0
H 0.0 0.0 0.0
O 0.1 0.0 0.1
S -0.3 0.0 0.0
O 0.1 0.0 0.0
O -0.1 -0.3 -0.1
C -0.1 -0.1 0.0
C 0.1 -0.1 0.0
C 0.0 0.0 -0.1
C 0.0 0.0 -0.1
C 0.1 0.0 0.1
C 0.1 0.2 0.1
S 0.0 0.1 0.2
O 0.0 0.0 0.0
O 0.0 0.0 0.0
O 0.2 0.0 -0.1
H 0.0 0.0 0.0
H 0.0 0.0 0.0
H 0.0 0.0 0.0
H 0.0 0.0 0.0
F 0.0 -0.1 -0.2
C -0.1 0.4 0.3
F -0.1 -0.1 -0.1
F 0.2 -0.2 0.0
S 0.1 0.3 0.2
O 0.4 0.0 -0.1
O 0.0 -0.3 0.1
N -0.2 0.1 -0.5
S 0.1 -0.1 -0.1
O 0.0 0.1 0.1
O -0.1 -0.1 0.2
C 0.0 -0.1 0.1
F 0.0 0.0 -0.1
F 0.0 0.0 0.0
F -0.1 0.0 0.0